one:
{"formula": "C4H4N2O", "method": "wB97M-V/def2-TZVPD", "e_lumo_ev": 0.39, "smiles": "O=c1cc[nH]cn1", "homo_ev": -9.401, "species": ["O", "N", "N", "C", "C", "C", "C", "H", "H", "H", "H"], "positions_angstrom": [[-0.34, 2.68, -0.36], [0.37, -1.24, -0.04], [0.87, 0.86, -1.00], [-0.14, 1.49, -0.24], [-0.92, 0.61, 0.67], [-0.65, -0.71, 0.78], [1.02, -0.40, -0.87], [1.74, -0.94, -1.50], [-1.21, -1.37, 1.43], [0.98, -2.06, -0.12], [-1.71, 1.09, 1.25]]}


two:
{"formula": "C4H4N2O", "method": "wB97M-V/def2-TZVPD", "e_lumo_ev": -0.11, "smiles": "O=C1C=CN=C=N1.[H][H]", "homo_ev": -9.636, "species": ["O", "N", "N", "C", "C", "C", "C", "H", "H", "H", "H"], "positions_angstrom": [[-1.34, 2.29, 0.51], [0.71, -1.20, -0.26], [0.63, 1.05, 0.60], [-0.65, -1.07, -0.61], [-0.79, 1.25, 0.26], [-1.37, 0.05, -0.38], [0.93, -0.07, 0.24], [-1.06, -1.95, -1.08], [-2.41, 0.11, -0.65], [2.57, -0.36, 1.03], [2.77, -0.10, 0.35]]}


three:
{"formula": "C4H4N2O", "method": "wB97M-V/def2-TZVPD", "e_lumo_ev": -1.46, "smiles": "O=C1C=C=NC=N1.[H][H]", "homo_ev": -9.665, "species": ["O", "N", "N", "C", "C", "C", "C", "H", "H", "H", "H"], "positions_angstrom": [[-2.61, -0.61, -1.35], [-1.27, 1.18, -0.73], [0.64, 0.71, 0.60], [-0.73, -1.19, -0.04], [-0.22, 1.57, -0.09], [-1.64, -0.16, -0.78], [0.20, -0.44, 0.47], [3.53, -0.97, 0.94], [3.01, -0.47, 1.12], [-0.97, -2.24, -0.07], [0.06, 2.61, -0.06]]}


Of them, one has the highest stability.


one:
{"formula": "C2H2N2O4", "method": "wB97M-V/def2-TZVPD", "e_lumo_ev": 0.11, "smiles": "O/N=c1/onc(O)o1", "homo_ev": -9.127, "species": ["O", "O", "O", "O", "N", "N", "C", "C", "H", "H"], "positions_angstrom": [[-0.19, 0.25, 0.62], [-1.79, -1.10, 1.67], [0.01, -1.10, -1.14], [1.78, 1.93, -1.21], [-1.01, -1.60, -0.46], [1.28, 0.68, -1.34], [0.45, 0.07, -0.63], [-1.06, -0.86, 0.61], [2.30, 2.05, -0.38], [-1.77, -0.33, 2.26]]}


two:
{"formula": "C2H2N2O4", "method": "wB97M-V/def2-TZVPD", "e_lumo_ev": 0.14, "smiles": "O=c1[nH]oc(=O)n1O", "homo_ev": -10.971, "species": ["O", "O", "O", "O", "N", "N", "C", "C", "H", "H"], "positions_angstrom": [[-1.47, -1.11, 1.41], [1.58, 0.70, -1.55], [-0.91, -1.13, -1.44], [0.07, 0.63, 1.46], [-0.49, -0.11, -0.54], [1.04, 1.18, 0.60], [-0.75, -0.30, 0.83], [0.83, 0.50, -0.68], [-0.43, -1.94, -1.40], [2.00, 0.66, 0.99]]}


Of them, two has the highest stability.


one:
{"formula": "C4H8NO3", "method": "wB97M-V/def2-TZVPD", "e_lumo_ev": 2.91, "charge": -1, "homo_ev": -3.818, "species": ["O", "O", "O", "N", "C", "C", "C", "C", "H", "H", "H", "H", "H", "H", "H", "H"], "positions_angstrom": [[0.26, 3.51, 2.33], [1.77, 2.53, 3.67], [-1.47, -2.58, -2.85], [-0.69, -0.50, -2.85], [0.93, 2.60, 2.74], [0.65, 1.15, 2.07], [-0.32, -1.91, -0.78], [-0.87, -1.69, -2.24], [0.66, -1.37, -0.57], [0.01, 0.28, -2.64], [-0.40, -3.07, -0.71], [-0.21, 0.75, 2.47], [0.46, 1.33, 0.88], [-0.90, -1.23, -0.01], [-1.37, -0.30, -3.63], [1.47, 0.49, 2.09]]}


two:
{"formula": "C4H8NO3", "method": "wB97M-V/def2-TZVPD", "e_lumo_ev": 3.88, "charge": -1, "homo_ev": -4.834, "species": ["O", "O", "O", "N", "C", "C", "C", "C", "H", "H", "H", "H", "H", "H", "H", "H"], "positions_angstrom": [[-2.77, 1.03, 2.07], [1.49, -0.88, -2.67], [-1.29, 1.37, 0.44], [-0.13, 0.29, -1.53], [-1.78, 0.77, 1.41], [-1.20, -0.65, 1.69], [2.01, 0.04, -0.62], [1.05, -0.21, -1.70], [-2.20, -1.31, 1.62], [2.45, -0.99, -0.29], [-0.71, -1.01, 2.58], [-0.82, 0.46, -2.17], [2.97, 0.21, -1.17], [-0.65, -0.83, 0.76], [-0.37, 0.88, -0.54], [1.93, 0.82, 0.12]]}


Of them, two has the highest stability.


one:
{"formula": "C4H8NO3", "method": "wB97M-V/def2-TZVPD", "e_lumo_ev": 3.85, "charge": -1, "homo_ev": -4.585, "species": ["O", "O", "O", "N", "C", "C", "C", "C", "H", "H", "H", "H", "H", "H", "H", "H"], "positions_angstrom": [[2.95, 1.17, -0.06], [-2.73, -1.63, 1.11], [1.28, 0.07, -1.11], [-1.34, -0.14, 0.10], [0.99, 2.39, -0.59], [-1.64, -1.34, 0.63], [-0.52, -2.37, 0.54], [1.83, 1.08, -0.60], [-1.98, 0.63, 0.14], [-0.37, 0.03, -0.14], [0.48, 2.52, -1.54], [0.19, -2.09, -0.23], [1.61, 3.22, -0.25], [-1.02, -3.31, 0.36], [0.04, -2.46, 1.48], [0.23, 2.24, 0.18]]}


two:
{"formula": "C4H8NO3", "method": "wB97M-V/def2-TZVPD", "e_lumo_ev": 4.05, "charge": -1, "homo_ev": -4.825, "species": ["O", "O", "O", "N", "C", "C", "C", "C", "H", "H", "H", "H", "H", "H", "H", "H"], "positions_angstrom": [[0.09, 2.87, 2.24], [1.94, -1.76, -0.21], [-0.10, -0.76, -0.37], [0.91, 1.35, 0.77], [-1.41, 2.24, 0.45], [-0.05, 2.13, 1.27], [0.74, -1.69, -0.54], [0.20, -2.96, -1.33], [0.69, -3.81, -0.88], [0.63, -2.77, -2.32], [-2.30, 2.42, 1.08], [0.70, 0.44, 0.23], [-0.91, -2.94, -1.28], [1.84, 1.27, 1.15], [-1.58, 1.18, 0.23], [-1.38, 2.79, -0.49]]}


Of them, one has the highest stability.


one:
{"formula": "C2H3Cl2N", "method": "wB97M-V/def2-TZVPD", "e_lumo_ev": [0.04, -0.05], "homo_ev": [-9.257, -8.519], "species": ["Cl", "Cl", "N", "C", "C", "H", "H", "H"], "positions_angstrom": [[-0.96, 1.38, 1.42], [2.01, 0.59, 1.26], [0.10, 0.46, -0.88], [-0.13, -0.72, -0.23], [0.34, 0.43, 0.56], [0.36, -1.66, -0.44], [-2.20, -1.11, 0.11], [0.48, 0.64, -1.81]]}


two:
{"formula": "C2H3Cl2N", "method": "wB97M-V/def2-TZVPD", "e_lumo_ev": 0.84, "smiles": "ClC1(Cl)CN1", "homo_ev": -10.090, "species": ["Cl", "Cl", "N", "C", "C", "H", "H", "H"], "positions_angstrom": [[1.04, 1.81, 0.12], [1.51, -0.52, -1.55], [0.18, -0.73, 0.85], [-0.87, -0.07, -0.23], [0.65, 0.11, -0.17], [-1.31, 0.86, 0.11], [0.01, -0.56, 1.81], [-1.20, -0.90, -0.94]]}


three:
{"formula": "C2H3Cl2N", "method": "wB97M-V/def2-TZVPD", "e_lumo_ev": [-0.89, -0.88], "homo_ev": [-9.023, -9.022], "species": ["Cl", "Cl", "N", "C", "C", "H", "H", "H"], "positions_angstrom": [[-1.55, -0.45, 1.37], [2.88, -0.57, 1.40], [-1.15, 1.03, -0.87], [2.26, -0.61, -0.16], [-1.22, -0.07, -0.32], [-1.33, -0.87, -0.98], [1.19, -0.29, -0.23], [-1.07, 1.83, -0.21]]}


Of them, two has the highest stability.


one:
{"formula": "C5H9N2", "method": "wB97M-V/def2-TZVPD", "e_lumo_ev": [-6.94, -6.93], "charge": 1, "homo_ev": [-14.637, -14.638], "species": ["N", "N", "C", "C", "C", "C", "C", "H", "H", "H", "H", "H", "H", "H", "H", "H"], "positions_angstrom": [[-0.47, -1.45, 0.23], [-0.96, 0.77, 0.30], [2.14, 0.01, -0.65], [-2.28, 0.66, -0.06], [-3.01, -0.33, -0.42], [1.36, 0.13, 0.65], [-0.07, -0.28, 0.40], [-0.62, 1.70, 0.51], [1.77, 0.69, -1.41], [1.78, -0.56, 1.39], [-3.66, -1.10, -0.74], [3.19, 0.25, -0.46], [0.11, -2.27, 0.28], [2.10, -1.00, -1.04], [1.43, 1.15, 1.04], [-2.81, 1.62, -0.02]]}


two:
{"formula": "C5H9N2", "method": "wB97M-V/def2-TZVPD", "e_lumo_ev": [-4.75, -4.75], "charge": 1, "homo_ev": [-13.689, -13.694], "species": ["N", "N", "C", "C", "C", "C", "C", "H", "H", "H", "H", "H", "H", "H", "H", "H"], "positions_angstrom": [[-0.66, -1.22, 0.10], [-1.07, 0.84, -0.09], [0.29, 1.20, -0.19], [-1.28, -0.43, -0.96], [-1.18, -0.29, 1.04], [1.09, 0.19, -0.16], [2.24, -0.56, -0.01], [-1.78, 1.55, 0.00], [-2.23, -0.32, 1.33], [3.08, 0.18, 0.33], [0.60, 2.28, -0.17], [1.91, -1.35, 0.67], [2.61, -0.79, -0.94], [-2.32, -0.80, -1.00], [-0.83, -0.52, -1.96], [-0.48, 0.02, 1.99]]}


Of them, one has the highest stability.


one:
{"formula": "C5H9N2", "method": "wB97M-V/def2-TZVPD", "e_lumo_ev": -3.27, "smiles": "CCc1c[nH]c[nH+]1", "charge": 1, "homo_ev": -14.142, "species": ["N", "N", "C", "C", "C", "C", "C", "H", "H", "H", "H", "H", "H", "H", "H", "H"], "positions_angstrom": [[-2.03, 0.79, 0.44], [-0.51, -0.26, 1.53], [1.85, 0.08, -1.32], [1.13, -0.89, -0.39], [-1.04, 0.46, -0.47], [-0.07, -0.21, 0.23], [-1.71, 0.31, 1.63], [1.41, 0.07, -2.31], [-0.12, -0.85, 2.24], [0.76, -1.68, -1.03], [1.87, 1.09, -0.94], [2.88, -0.23, -1.50], [-2.93, 1.20, 0.23], [-0.89, 1.02, -1.38], [1.65, -1.31, 0.47], [-2.23, 0.43, 2.57]]}


two:
{"formula": "C5H9N2", "method": "wB97M-V/def2-TZVPD", "e_lumo_ev": -4.37, "charge": 1, "homo_ev": -12.428, "species": ["N", "N", "C", "C", "C", "C", "C", "H", "H", "H", "H", "H", "H", "H", "H", "H"], "positions_angstrom": [[-0.36, 0.56, -0.33], [-2.08, -0.77, -0.91], [0.27, 1.81, -0.05], [1.70, 1.98, 0.08], [0.22, -2.03, 1.36], [0.72, -2.35, 0.34], [-1.60, 0.40, -0.72], [1.64, 2.11, -1.03], [-1.43, -1.55, -0.61], [-0.20, -1.89, 2.44], [2.30, 1.16, 0.44], [1.92, 2.94, 0.55], [0.02, -0.36, 0.13], [1.15, -2.63, -0.58], [-2.94, -1.00, -1.38], [-2.18, 1.28, -1.21]]}


three:
{"formula": "C5H9N2", "method": "wB97M-V/def2-TZVPD", "e_lumo_ev": [-5.90, -5.68], "charge": 1, "homo_ev": [-12.812, -13.098], "species": ["N", "N", "C", "C", "C", "C", "C", "H", "H", "H", "H", "H", "H", "H", "H", "H"], "positions_angstrom": [[0.69, -1.56, 0.59], [-0.32, 0.98, 0.55], [-0.81, 1.40, -2.76], [0.73, -0.79, 1.83], [0.00, -1.15, -0.46], [-0.30, 0.35, 1.86], [-0.29, 0.22, -0.42], [-1.31, -0.03, 2.08], [-1.74, 0.89, -2.87], [1.75, -0.39, 1.96], [-0.04, 1.10, 2.60], [-0.79, 2.37, -2.31], [0.53, -1.48, 2.66], [-0.15, -1.80, -1.30], [0.06, 1.04, -3.27], [1.23, -2.41, 0.57]]}


Of them, one has the highest stability.


one:
{"formula": "C6H6", "method": "wB97M-V/def2-TZVPD", "e_lumo_ev": 0.63, "smiles": "C=CC#CC=C", "homo_ev": -8.599, "species": ["C", "C", "C", "C", "C", "C", "H", "H", "H", "H", "H", "H"], "positions_angstrom": [[-0.02, 0.61, 0.69], [1.91, -0.54, -0.72], [0.73, 0.04, -0.03], [-2.32, 0.71, 1.20], [1.58, -1.31, -1.80], [-1.12, 1.33, 1.34], [-2.45, -0.39, 0.73], [0.57, -1.62, -1.93], [-0.80, 2.17, 1.83], [2.36, -1.86, -2.36], [2.91, -0.20, -0.44], [-3.34, 1.07, 1.50]]}


two:
{"formula": "C6H6", "method": "wB97M-V/def2-TZVPD", "e_lumo_ev": [-1.35, -1.35], "homo_ev": [-9.159, -9.159], "species": ["C", "C", "C", "C", "C", "C", "H", "H", "H", "H", "H", "H"], "positions_angstrom": [[-2.96, 0.70, 0.27], [0.42, -0.30, -0.01], [0.99, 0.78, -0.12], [0.20, -1.71, -0.05], [-1.77, 0.48, 0.08], [1.44, 2.06, -0.13], [-0.92, -1.78, -0.37], [0.26, -2.18, 0.96], [0.92, -2.11, -0.76], [-3.99, 1.12, 0.46], [1.81, 2.59, 0.84], [1.36, 2.52, -1.17]]}


Of them, one has the highest stability.